[1]
{"formula": "C29H44N12O5", "method": "the ωB97M-V functional and the def2-TZVPD basis", "homo_energy_ev": -10.4, "e_lumo_ev": -0.059, "homo_lumo_gap_ev": 10.31, "total_energy_ev": -58902.6907, "species": ["O", "C", "O", "C", "C", "C", "O", "C", "O", "O", "H", "H", "H", "H", "H", "H", "H", "H", "C", "C", "N", "H", "H", "H", "C", "C", "N", "H", "H", "H", "C", "C", "N", "H", "H", "H", "C", "C", "N", "H", "H", "H", "C", "C", "N", "H", "H", "H", "C", "C", "N", "H", "H", "H", "C", "C", "N", "H", "H", "H", "C", "C", "N", "H", "H", "H", "C", "C", "N", "H", "H", "H", "C", "C", "N", "H", "H", "H", "C", "C", "N", "H", "H", "H", "C", "C", "N", "H", "H", "H"], "coordinates": [[-1.2277, 0.6041, -1.8212], [-0.9424, 1.6749, -2.1957], [-0.4562, 1.8408, -3.4332], [-1.0416, 2.9267, -1.3523], [-1.4928, 2.6628, 0.0802], [-0.3734, 2.5603, 1.1328], [0.9118, 2.9976, 0.6750], [1.5910, 2.0331, 0.0874], [1.4871, 0.8831, 0.2745], [2.5069, 2.5013, -0.7622], [-0.6953, 2.7382, -3.7466], [-0.1039, 3.4688, -1.4477], [-1.7937, 3.5565, -1.8227], [-2.0590, 1.7450, 0.1186], [-2.1936, 3.4375, 0.3593], [-0.3678, 1.5605, 1.5448], [-0.6352, 3.2085, 1.9563], [2.2928, 3.4376, -0.8912], [0.7194, -2.3298, 1.3703], [-0.3592, -2.0528, 2.3060], [-1.2139, -1.8343, 3.0415], [0.3592, -2.9018, 0.5162], [1.1559, -1.4063, 0.9903], [1.5139, -2.9081, 1.8438], [-2.7744, -4.4415, 3.9999], [-2.9861, -5.7666, 4.5655], [-3.1519, -6.8096, 5.0149], [-2.3001, -4.4999, 3.0226], [-3.7175, -3.9108, 3.8781], [-2.1344, -3.8355, 4.6375], [4.6231, -1.2922, -0.2011], [4.4147, -2.6203, 0.3531], [4.1984, -3.6543, 0.8012], [5.0829, -1.3447, -1.1876], [3.6791, -0.7548, -0.3062], [5.2749, -0.6962, 0.4342], [-4.1279, -0.7373, 3.6998], [-3.7187, 0.4454, 2.9613], [-3.3966, 1.3771, 2.3747], [-3.4864, -0.8967, 4.5647], [-5.1546, -0.6431, 4.0523], [-4.0664, -1.6251, 3.0732], [3.4687, -6.6010, 2.3922], [2.9381, -7.9405, 2.1746], [2.5203, -8.9967, 2.0052], [4.5093, -6.5329, 2.0771], [2.9104, -5.8549, 1.8317], [3.4222, -6.3272, 3.4366], [-4.2363, 3.6443, -4.9643], [-2.8201, 3.8858, -4.7690], [-1.6979, 4.0770, -4.6148], [-4.8347, 4.3481, -4.3986], [-4.5138, 3.7459, -6.0125], [-4.5141, 2.6388, -4.6479], [6.1690, -3.8382, 4.6527], [4.7520, -4.1031, 4.4607], [3.6370, -4.3170, 4.2936], [6.7725, -4.4194, 3.9569], [6.3949, -2.7854, 4.4886], [6.4815, -4.0955, 5.6638], [3.1511, 2.4545, -4.1708], [4.3482, 3.2519, -3.9493], [5.2923, 3.8812, -3.7746], [3.2675, 1.7878, -5.0239], [2.9217, 1.8417, -3.2999], [2.2841, 3.0850, -4.3650], [-6.9781, 7.2045, -6.1021], [-7.1915, 5.8445, -5.6340], [-7.3728, 4.7694, -5.2767], [-6.4482, 7.2123, -7.0537], [-7.9258, 7.7225, -6.2435], [-6.3879, 7.7722, -5.3866], [-3.7283, 8.9063, -3.1678], [-4.1675, 7.5776, -3.5649], [-4.5135, 6.5280, -3.8743], [-2.6753, 9.0552, -3.4018], [-4.2978, 9.6780, -3.6843], [-3.8577, 9.0563, -2.0970], [-2.6172, -9.7376, 3.1050], [-3.0757, -11.0956, 2.8507], [-3.4373, -12.1661, 2.6499], [-1.5792, -9.6088, 2.7998], [-3.2164, -9.0110, 2.5588], [-2.6842, -9.4876, 4.1626], [7.6859, 1.8144, 0.7095], [7.4722, 0.4864, 1.2657], [7.3023, -0.5629, 1.6995], [8.1503, 1.7569, -0.2739], [6.7435, 2.3502, 0.6020], [8.3357, 2.4069, 1.3517]], "lowdin_charge": [0.149, -0.569, 0.074, -0.090, -0.145, -0.134, 0.038, -0.684, 0.159, 0.143, 0.027, 0.116, 0.113, 0.087, 0.105, 0.115, 0.123, 0.131, -0.049, -0.230, 0.157, 0.092, 0.057, 0.068, -0.093, -0.266, 0.135, 0.073, 0.068, 0.070, -0.059, -0.255, 0.153, 0.088, 0.068, 0.033, -0.097, -0.264, 0.157, 0.075, 0.082, 0.060, -0.114, -0.284, 0.110, 0.077, 0.052, 0.028, -0.083, -0.233, 0.150, 0.013, 0.086, 0.093, -0.061, -0.261, 0.140, 0.084, 0.080, 0.082, -0.073, -0.287, 0.118, 0.086, 0.068, 0.080, -0.074, -0.286, 0.142, 0.085, 0.083, 0.050, -0.056, -0.232, 0.179, 0.088, 0.084, 0.088, -0.089, -0.288, 0.116, 0.081, 0.075, 0.062, -0.060, -0.273, 0.137, 0.087, 0.083, 0.085]}

[2]
{"formula": "C29H45AuClN4SSi4", "method": "the ωB97M-V functional and the def2-TZVPD basis", "total_charge": -1, "homo_energy_ev": -4.6, "e_lumo_ev": 2.127, "homo_lumo_gap_ev": 6.76, "total_energy_ev": -95328.3909, "species": ["Au", "C", "C", "C", "C", "C", "C", "C", "C", "S", "C", "N", "C", "C", "C", "C", "C", "C", "C", "C", "H", "H", "H", "H", "H", "H", "H", "H", "H", "H", "H", "H", "H", "H", "H", "H", "N", "C", "N", "C", "N", "Cl", "C", "H", "H", "C", "Si", "C", "C", "Si", "Si", "C", "C", "C", "Si", "C", "C", "C", "H", "H", "H", "H", "H", "H", "H", "H", "H", "H", "H", "H", "H", "H", "H", "H", "H", "H", "H", "H", "H", "H", "H", "H", "H", "H", "H"], "coordinates": [[-0.9627, 1.3850, -0.1497], [-1.1266, -5.9719, -1.4270], [-0.9764, -5.1108, -0.1651], [-1.0960, -6.0032, 1.0783], [0.4353, -4.5211, -0.1737], [-2.0581, -4.0366, -0.1325], [-3.3984, -4.4388, -0.1586], [-4.4387, -3.5225, -0.1246], [-4.1354, -2.1812, -0.0704], [-5.2159, -0.8127, -0.0319], [-3.7905, 0.2533, 0.0246], [-2.6409, -0.3967, 0.0205], [-2.7929, -1.7339, -0.0378], [-1.7648, -2.6852, -0.0684], [-3.9130, 1.6575, 0.0106], [-5.1681, 2.2996, -0.0699], [-5.2552, 3.6700, -0.0287], [-4.1104, 4.4542, 0.0348], [-2.8567, 3.8363, 0.0191], [-2.7701, 2.4737, 0.0378], [-0.3428, -6.7288, -1.4508], [-1.0381, -5.3469, -2.3130], [-2.0878, -6.4776, -1.4577], [-0.2959, -6.7433, 1.0797], [-2.0473, -6.5278, 1.1025], [-1.0114, -5.3977, 1.9781], [1.1648, -5.3314, -0.2098], [0.6148, -3.9411, 0.7283], [0.5831, -3.8851, -1.0436], [-3.6483, -5.4882, -0.2034], [-5.4675, -3.8517, -0.1338], [-0.7565, -2.3053, -0.0431], [-6.0515, 1.6859, -0.1746], [-6.2260, 4.1446, -0.0574], [-4.1778, 5.5325, 0.0807], [-1.9652, 4.4487, 0.0096], [-0.7553, 1.4558, 1.8517], [-1.3300, 1.7208, 2.8443], [-1.9645, 1.8907, 3.8891], [-1.8273, 2.4308, 5.0423], [-1.7884, 2.8703, 6.1101], [-2.7080, 1.5670, -2.9259], [-1.0809, 1.4027, -2.2056], [-0.5030, 2.2168, -2.6399], [-0.7025, 0.4629, -2.6074], [1.4954, 4.5530, -1.5235], [2.1626, 3.5376, -0.0429], [4.0597, 3.8263, -0.0016], [1.4289, 4.3170, 1.5371], [1.6387, 1.2224, -0.1709], [2.4698, 0.1247, 1.7775], [1.6921, -1.6131, 1.9528], [4.3783, -0.1215, 1.7074], [2.2099, 1.0562, 3.4246], [2.4172, 0.2012, -2.1885], [1.6990, -1.5616, -2.4048], [4.3288, 0.0297, -2.1817], [2.0754, 1.1378, -3.8277], [1.7246, 5.6127, -1.4335], [0.4161, 4.4573, -1.5922], [1.9142, 4.2070, -2.4639], [4.3118, 4.8810, 0.0621], [4.5333, 3.4290, -0.8937], [4.5066, 3.3302, 0.8538], [1.4772, 5.4034, 1.5386], [1.9407, 3.9622, 2.4256], [0.3858, 4.0327, 1.6367], [1.9814, -2.2571, 1.1266], [0.6088, -1.5346, 1.9524], [1.9813, -2.1145, 2.8740], [4.6746, -0.6916, 0.8343], [4.7521, -0.6516, 2.5805], [4.8952, 0.8322, 1.6643], [1.2057, 1.4560, 3.4870], [2.9068, 1.8848, 3.5243], [2.3549, 0.4034, 4.2831], [2.1506, -2.2549, -1.7006], [1.8517, -1.9629, -3.4045], [0.6283, -1.5568, -2.2204], [4.6723, -0.5322, -1.3211], [4.7992, 1.0070, -2.1419], [4.7006, -0.4763, -3.0692], [1.0194, 1.1328, -4.0756], [2.6100, 0.6939, -4.6657], [2.3916, 2.1754, -3.7554]], "lowdin_charge": [0.877, -0.049, -0.556, -0.047, -0.063, -0.173, -0.044, -0.090, -0.464, 1.091, -0.506, 0.050, -0.290, 0.056, -0.320, -0.063, -0.101, -0.079, -0.118, -0.256, 0.081, 0.090, 0.071, 0.081, 0.074, 0.091, 0.089, 0.064, 0.067, 0.102, 0.104, 0.095, 0.077, 0.095, 0.095, 0.086, -0.038, -0.338, 0.101, -0.427, 0.068, 0.501, -0.766, -0.022, -0.034, -0.220, 0.362, -0.227, -0.216, 0.367, 0.379, -0.228, -0.224, -0.214, 0.377, -0.227, -0.228, -0.217, 0.020, 0.005, 0.003, 0.016, 0.006, 0.005, 0.022, 0.009, -0.003, 0.000, 0.010, 0.026, -0.009, 0.019, 0.009, -0.015, 0.016, 0.025, 0.008, 0.026, 0.001, -0.008, 0.011, 0.018, 0.002, 0.022, 0.007]}